Entry 1:
Here is 12 unconnected molecules or ions with the total composition H26O13 at a distorted geometry from OMol25. Energies are from ωB97M-V with the def2-TZVPD basis set.

XYZ file:
```
39
Properties=species:S:1:pos:R:3
O -0.04326 -3.18887 0.69444
H -4.42667 -0.97495 1.09716
O 5.25228 -2.09027 0.93154
H -4.21401 -1.65559 -1.74850
H 2.41329 -0.58296 0.91323
H -1.33932 -0.86721 -1.50424
O 0.80146 0.28202 0.52247
O -1.88768 2.91485 0.25960
H -5.54160 -1.77067 0.48788
H -3.87316 0.06002 2.44567
O -1.65492 -0.27047 -2.13864
H 1.03274 2.43620 0.61085
O 3.02999 -0.47434 1.65286
H 0.29805 -0.42391 -1.99644
H -2.26218 2.04296 0.11207
O 4.34372 1.97549 0.16161
H 0.06932 0.59647 -3.11949
H 3.11407 0.35337 -1.90993
O -0.14696 0.36176 -2.22161
H 4.84880 2.55129 0.73007
H 5.93416 -1.79485 0.33939
H 3.88789 -0.93650 -1.72723
H -0.12807 2.59934 -0.40548
O -4.49825 0.43934 3.15872
O -4.01380 -0.75455 -1.80412
H 0.25654 -3.99467 0.34541
H -1.82660 -0.85643 -2.90485
H -3.84506 1.09707 3.47314
H 3.44933 0.32719 1.53929
H 5.03715 -1.27913 1.48565
O 0.57957 3.10039 0.07874
O 3.14636 -0.37885 -1.28093
H 0.85431 -0.00171 1.43773
O -5.28919 -0.84724 0.62171
H -4.82960 -0.25111 -1.76132
H 3.75257 2.69029 -0.30718
H -0.94178 -3.23865 0.41616
H -0.16776 0.01033 0.34566
H -1.17175 2.79457 0.96893
```

Results
net charge	0
energy relative to the best compared isomer or geometry (same formula, charge and spin)	243.1	kcal/mol

***

Entry 2:
Here is a molecular structure, H27O13 at a distorted geometry from OMol25. Energies are from ωB97M-V with the def2-TZVPD basis set.

XYZ file:
```
40
Properties=species:S:1:pos:R:3
O -1.55484 -1.53577 -0.36027
O -3.86253 0.90319 -0.90417
O -2.08836 -0.20931 -2.98181
H -2.11954 -2.21798 0.00101
H 2.24832 -2.48982 -0.90124
O 2.54300 1.14930 3.00569
H -0.74860 -1.68831 0.18227
H -2.07750 -0.54841 -3.89372
H -0.34749 1.22405 2.89015
H 1.69659 -0.97937 -0.16191
H 0.68906 -0.90777 -3.44832
H 1.64591 3.38517 -1.90412
H -0.23086 2.25310 0.71536
H -3.18906 0.56651 -0.30459
O -3.12753 1.04244 2.10765
H -0.31130 -1.10252 2.10805
H 2.32020 0.77627 2.15335
H -0.23962 -1.27220 -2.19671
O -0.40595 3.09320 1.16223
O -0.01360 -2.02790 1.87614
H 1.72820 4.10827 -0.57256
H -0.57316 -2.76278 2.13100
H 3.32422 -2.59700 -2.04664
H -3.86361 0.37677 -1.69830
O 1.92082 3.26181 -0.99146
O 2.46643 -3.00146 -1.94266
H -1.55382 0.58216 2.27039
O 0.59966 -1.44264 -2.65694
H -3.61529 1.80189 1.78662
O 1.59258 -1.94243 0.00607
H -3.77484 0.63980 2.69963
H -2.78486 -0.83709 -2.72729
H 2.90112 0.54910 3.65517
H 1.18743 -1.96563 0.93520
O -0.63045 0.36567 2.55771
H 2.25585 0.99668 -1.37333
H 1.77417 -2.39678 -2.40979
H 3.59559 0.51306 -0.61128
O 2.64340 0.47265 -0.67013
H -1.08997 3.40809 0.55546
```

Results
net charge	+1
energy relative to the best compared isomer or geometry (same formula, charge and spin)	30.5	kcal/mol

***

Entry 3:
Here is a molecular structure, H28KrO14 at a distorted geometry from OMol25. Energies are from ωB97M-V with the def2-TZVPD basis set.

XYZ file:
```
43
Properties=species:S:1:pos:R:3
H -2.59056 -0.29718 -2.03057
O 0.40683 -2.20442 -3.36622
H 4.99241 -1.45329 0.40911
O -1.29671 0.29188 -3.30592
O -1.46150 -2.69026 2.72845
O -0.19602 3.33502 0.42568
H 3.66274 -1.67743 -0.27910
O -1.88787 -3.00108 -0.16383
H 1.04862 -0.15340 3.57324
O -3.27529 -0.74867 -1.53708
O -1.14530 1.81353 3.03384
H -1.56393 -2.74758 1.77847
H -3.47376 0.64268 -0.36166
H -2.71048 -3.47527 -0.04260
H -0.64710 1.06380 3.35933
O 4.33718 -1.01407 -0.13310
O -1.13793 2.78866 -2.06475
H 2.88742 2.59776 0.32221
H 0.14182 -0.83835 4.57347
H -1.02079 2.85574 -1.11712
H 3.86818 0.59344 0.77962
O 2.54203 -2.81583 -1.15950
H 1.83728 -2.72314 -1.80056
H 1.22249 -1.80881 -3.67351
H -1.55708 0.48633 -4.20627
H -0.80029 -2.01036 2.85794
O 0.23484 -0.65308 3.63899
H -2.86899 -1.56948 -1.25881
O -3.56035 1.55612 -0.08895
H -0.38066 2.84075 1.22433
O 3.78612 1.28268 1.43874
H -3.46707 1.53212 0.86339
H 3.57565 0.81695 2.24808
H 1.57495 3.25378 -0.05058
H -1.35202 -3.58377 -0.70194
H 2.49942 -3.73238 -0.88684
Kr 0.37658 -0.37656 -0.14238
O 2.51408 3.28184 -0.23356
H -0.20266 -1.47017 -3.29120
H 0.12456 4.18179 0.73622
H -2.00283 3.16534 -2.22691
H -2.06016 1.53889 3.09578
H -0.97382 1.12562 -2.96409
```

Results
net charge	0
energy relative to the best compared isomer or geometry (same formula, charge and spin)	8.2	kcal/mol

***

Entry 4:
Here is 13 unconnected molecules or ions with the total composition H28NO12 at a distorted geometry from OMol25. Energies are from ωB97M-V with the def2-TZVPD basis set.

XYZ file:
```
41
Properties=species:S:1:pos:R:3
H -1.37376 3.46830 -0.13852
H 1.78953 2.19247 -2.74022
H 1.41112 -0.60825 1.53568
O 0.84990 -0.16832 2.19731
H 1.82032 -1.19100 -0.68979
H 0.21126 -3.38143 0.78603
O 1.18989 1.63201 -2.28336
H -1.53134 0.45150 -0.04995
H -2.88307 -1.21619 1.43097
H -0.39775 -0.68856 0.04205
O 3.62042 1.73469 -0.17386
H 0.03591 0.88893 -0.14949
O -1.47234 2.89740 -0.91352
H -0.78592 3.25038 -1.47935
O -1.81223 -1.18855 -2.91326
O 0.94086 -1.70724 -1.99200
H 0.86187 1.15941 -3.05616
H -0.85528 -1.43829 2.70571
H 1.08743 2.90451 0.71127
H -2.08445 -0.94277 -3.76367
H -3.92917 -0.24889 1.06686
H 0.72939 0.72883 1.81887
H -0.84851 1.71142 3.18527
H 2.10588 2.64270 1.75734
H 0.50601 -2.43395 -1.55908
H 3.17086 -1.60166 -0.09844
O -1.49270 -2.05318 2.35078
H 3.57857 2.25850 -1.00547
H -1.23174 -1.98774 -3.04252
N -0.64574 0.16745 -0.28831
O -1.55886 1.50567 2.54621
H -1.49305 -2.81799 2.87649
H 2.74825 1.94293 0.28768
H -0.65173 0.05357 -1.25352
H 1.61056 -2.13587 -2.54443
H -2.23266 1.05644 3.08039
O -3.50552 -1.02939 0.74795
O 1.48894 2.22107 1.17071
O -0.22707 -3.31295 -0.06470
O 2.37021 -1.10013 0.08616
H -1.11431 -3.61584 -0.18412
```

Results
net charge	+1
energy relative to the best compared isomer or geometry (same formula, charge and spin)	12.8	kcal/mol

***

The evaluated highest occupied orbital energy for the records listed, in turn: -6.231; -13.738; -10.109; -13.250 eV.